Record 1
Below is a molecular structure, C4H6N2O, with properties calculated with ωB97M-V/def2-TZVPD.

```
! wB97M-V def2-TZVPD RIJCOSX def2/J DEFGRID3
* xyz 0 1
N -2.200 0.540 -0.137
C -0.888 0.329 -0.261
H -2.114 -0.764 0.294
H -0.836 -1.719 -0.878
H 1.231 -1.985 0.584
H -2.663 1.278 -0.676
H 2.792 1.154 0.389
N 0.690 -1.140 0.465
C -0.691 -1.089 0.011
C 0.355 1.010 -0.277
O 2.542 0.240 0.593
C 1.255 0.067 0.233
H 0.527 2.079 -0.339
*
```

Its energy above the lowest of the compared OMol25 structures with the same formula, charge and spin is 91.60 kcal per mole. For the HOMO energy, the calculation gives -7.935 eV. Its total energy is -340.64894 Eh. The HOMO-LUMO gap comes out at 0.3144 hartree.

Mulliken population analysis, charges in e, atoms 1 to 2: atom 1 (N): -0.55, atom 2 (C): 0.48


Record 2
Below is C4H6N2O in the gas phase, with properties calculated with ωB97M-V/def2-TZVPD.

```
! wB97M-V def2-TZVPD RIJCOSX def2/J DEFGRID3
* xyz 0 1
H 0.249 -2.123 1.288
H 1.828 0.656 -0.052
C -0.172 -1.897 0.324
O -1.981 0.368 -0.867
H -0.686 2.207 0.112
H -1.485 -2.576 -1.446
C -0.809 0.324 -0.538
C 1.199 1.316 0.548
H 1.178 0.938 1.580
N -0.121 1.387 -0.042
C -0.847 -2.072 -0.744
H 1.643 2.315 0.558
N 0.004 -0.845 -0.722
*
```

Its energy above the lowest of the compared OMol25 structures with the same formula, charge and spin is 85.04 kcal per mole. For the HOMO energy, the calculation gives -8.667 eV. Its total energy is -340.65938 Eh. The HOMO-LUMO gap comes out at 0.3533 hartree.

Mulliken population analysis, charges in e, atoms 1 to 2: atom 1 (H): 0.35, atom 2 (H): 0.32


Record 3
Below is a molecular structure, C4H6N2O, with properties calculated with ωB97M-V/def2-TZVPD.

```
! wB97M-V def2-TZVPD RIJCOSX def2/J DEFGRID3
* xyz 0 1
H -1.885 -0.860 -1.635
C 0.856 0.751 -1.076
O -1.912 0.080 1.198
H 0.303 1.490 0.978
H 1.401 -0.509 1.493
H 1.624 -1.173 -0.156
N 0.118 0.792 0.268
C -1.065 0.150 0.138
C 1.684 -0.284 0.457
N 0.055 0.003 -1.830
H -2.710 -0.387 0.923
C -1.081 -0.317 -1.155
H 2.611 0.264 0.396
*
```

Its energy above the lowest of the compared OMol25 structures with the same formula, charge and spin is 129.16 kcal per mole. For the HOMO energy, the calculation gives -8.357 eV. Its total energy is -340.58908 Eh. The HOMO-LUMO gap comes out at 0.3249 hartree.

Mulliken population analysis, charges in e, atoms 1 to 2: atom 1 (H): 0.39, atom 2 (C): -0.40


Record 4
Below is C4H6N2O in the gas phase, with properties calculated with ωB97M-V/def2-TZVPD.

```
! wB97M-V def2-TZVPD RIJCOSX def2/J DEFGRID3
* xyz 0 1
H 0.433 1.175 -2.340
C -0.156 0.039 -0.712
H -0.325 1.529 2.832
C 0.281 0.162 1.686
H 0.691 -2.401 1.129
N 0.987 -1.777 0.388
C -0.398 0.724 -1.797
N -0.437 1.193 1.875
H -1.584 1.633 -2.966
H 0.908 -0.299 2.463
H 0.946 -2.247 -0.508
C 0.323 -0.535 0.372
O -1.635 0.884 -2.360
*
```

Its energy above the lowest of the compared OMol25 structures with the same formula, charge and spin is 70.09 kcal per mole. For the HOMO energy, the calculation gives -8.526 eV. Its total energy is -340.68322 Eh. The HOMO-LUMO gap comes out at 0.3361 hartree.

Mulliken population analysis, charges in e, atoms 1 to 2: atom 1 (H): 0.30, atom 2 (C): -0.07


Record 5
Below is C4H6N2O in the gas phase in a non-equilibrium geometry, with properties calculated with ωB97M-V/def2-TZVPD.

```
! wB97M-V def2-TZVPD RIJCOSX def2/J DEFGRID3
* xyz 0 1
H -1.406 1.991 0.993
H 0.553 -2.242 -0.979
C 0.135 -0.470 0.093
N -1.258 -0.541 0.404
H 0.925 -2.338 0.738
C 0.957 -1.680 -0.133
C 0.374 0.857 0.067
C -1.051 1.252 0.275
H -2.855 0.696 -0.313
O 1.376 1.659 -0.419
N -1.873 0.589 -0.572
H 2.131 1.636 0.180
H 1.994 -1.410 -0.336
*
```

Its energy above the lowest of the compared OMol25 structures with the same formula, charge and spin is 129.80 kcal per mole. For the HOMO energy, the calculation gives -7.696 eV. Its total energy is -340.58805 Eh. The HOMO-LUMO gap comes out at 0.3086 hartree.

Mulliken population analysis, charges in e, atoms 1 to 2: atom 1 (H): 0.29, atom 2 (H): 0.28


Record 6
Below is C4H6N2O in the gas phase, with properties calculated with ωB97M-V/def2-TZVPD.

```
! wB97M-V def2-TZVPD RIJCOSX def2/J DEFGRID3
* xyz 0 1
C 0.043 0.232 0.498
H -0.495 1.334 -1.161
N -0.632 -1.859 -1.154
H -0.522 -0.408 1.162
C 0.795 1.378 1.098
H 1.594 1.733 0.440
O 0.354 -2.928 0.719
C 0.040 -2.200 -0.147
N -0.506 0.407 -0.747
C -0.861 -0.597 -1.546
H 0.159 2.243 1.348
H -1.236 -0.393 -2.535
H 1.268 1.057 2.026
*
```

Its energy above the lowest of the compared OMol25 structures with the same formula, charge and spin is 65.14 kcal per mole. For the HOMO energy (alpha / beta), the calculation gives -6.928 / -6.925 eV. Its total energy is -340.69110 Eh. The HOMO-LUMO gap (alpha / beta) comes out at 0.2828 / 0.2826 hartree.

Mulliken population analysis, charges in e, atoms 1 to 2: atom 1 (C): -0.21, atom 2 (H): 0.26


Record 7
Below is 2 unconnected molecules or ions with the total composition C4H6N2O, with properties calculated with ωB97M-V/def2-TZVPD.

```
! wB97M-V def2-TZVPD RIJCOSX def2/J DEFGRID3
* xyz 0 1
N 0.880 1.209 -0.853
H -2.366 1.086 1.034
C -2.890 0.134 0.822
H 2.840 1.494 -0.421
N 2.087 0.826 -0.418
H 0.500 -1.961 0.019
C 0.131 0.124 -0.724
H -3.818 0.219 0.221
H 3.037 -0.919 0.352
H -0.909 0.152 -1.022
C 0.858 -0.966 -0.200
C 2.127 -0.468 -0.019
O -2.478 -0.929 1.210
*
```

Its energy above the lowest of the compared OMol25 structures with the same formula, charge and spin is 48.16 kcal per mole. For the HOMO energy, the calculation gives -9.422 eV. Its total energy is -340.71816 Eh. The HOMO-LUMO gap comes out at 0.3771 hartree.

Mulliken population analysis, charges in e, atoms 1 to 2: atom 1 (N): -0.78, atom 2 (H): 0.29


Record 8
Below is C4H6N2O in the gas phase, with properties calculated with ωB97M-V/def2-TZVPD.

```
! wB97M-V def2-TZVPD RIJCOSX def2/J DEFGRID3
* xyz 0 1
C -0.185 0.051 0.683
H 1.680 1.760 0.362
H 1.304 2.076 -1.232
H 0.487 -0.908 2.321
N -1.037 -0.982 -1.751
C 0.005 -0.255 -1.702
H 0.638 -0.021 -2.568
C 0.406 0.407 -0.440
H -1.172 -1.345 -2.693
H -1.596 -1.192 3.160
N 1.437 1.357 -0.533
O -1.567 -0.443 2.552
C -0.401 -0.505 1.842
*
```

Its energy above the lowest of the compared OMol25 structures with the same formula, charge and spin is 75.06 kcal per mole. For the HOMO energy, the calculation gives -8.398 eV. Its total energy is -340.67529 Eh. The HOMO-LUMO gap comes out at 0.3295 hartree.

Mulliken population analysis, charges in e, atoms 1 to 2: atom 1 (C): -0.06, atom 2 (H): 0.26


Record 9
Below is a molecular structure, C4H6N2O2 in a non-equilibrium geometry, with properties calculated with ωB97M-V/def2-TZVPD.

```
! wB97M-V def2-TZVPD RIJCOSX def2/J DEFGRID3
* xyz 0 1
O 0.948 -1.971 0.181
H -1.844 -1.127 0.169
H 2.247 0.162 0.815
N 1.318 0.383 0.456
H 2.179 0.477 -1.544
C 0.100 0.089 -1.366
H -0.048 -0.296 -2.367
C 0.616 -0.815 0.014
H -0.976 1.351 1.520
C -1.356 -0.160 0.275
H -1.772 0.009 2.249
N -1.555 0.523 1.408
O -1.158 0.592 -0.829
C 1.300 0.783 -0.980
*
```

Its energy above the lowest of the compared OMol25 structures with the same formula, charge and spin is 132.78 kcal per mole. For the HOMO energy (alpha / beta), the calculation gives -7.042 / -8.139 eV. Its total energy is -415.82902 Eh. The HOMO-LUMO gap (alpha / beta) comes out at 0.2513 / 0.2946 hartree.

Mulliken population analysis, charges in e, atoms 1 to 2: atom 1 (O): -0.63, atom 2 (H): 0.43


Q: total energy of number 3 (C4H6N2O)?
A: -340.58908 Eh


What did the fifth record say?
Below is C4H6N2O in the gas phase in a non-equilibrium geometry, with properties calculated with ωB97M-V/def2-TZVPD.

```
! wB97M-V def2-TZVPD RIJCOSX def2/J DEFGRID3
* xyz 0 1
H -1.406 1.991 0.993
H 0.553 -2.242 -0.979
C 0.135 -0.470 0.093
N -1.258 -0.541 0.404
H 0.925 -2.338 0.738
C 0.957 -1.680 -0.133
C 0.374 0.857 0.067
C -1.051 1.252 0.275
H -2.855 0.696 -0.313
O 1.376 1.659 -0.419
N -1.873 0.589 -0.572
H 2.131 1.636 0.180
H 1.994 -1.410 -0.336
*
```

Its energy above the lowest of the compared OMol25 structures with the same formula, charge and spin is 129.80 kcal per mole. For the HOMO energy, the calculation gives -7.696 eV. Its total energy is -340.58805 Eh. The HOMO-LUMO gap comes out at 0.3086 hartree.

Mulliken population analysis, charges in e, atoms 1 to 2: atom 1 (H): 0.29, atom 2 (H): 0.28


Q: Among the records above, which one has the lowest total energy?
A: C4H6N2O2


Q: Which formula does entry 5 have?
A: C4H6N2O